Record 1
{
  "formula": "F12H16N6Na3O32S12",
  "method": "ωB97M-V with the def2-TZVPD basis set",
  "orbital_gap_ev": 6.59,
  "total_charge": -3,
  "symbols": ["Na", "Na", "Na", "N", "S", "O", "O", "F", "S", "O", "O", "F", "N", "S", "O", "O", "F", "S", "O", "O", "F", "N", "S", "O", "O", "F", "S", "O", "O", "F", "N", "S", "O", "O", "F", "S", "O", "O", "F", "N", "S", "O", "O", "F", "S", "O", "O", "F", "N", "S", "O", "O", "F", "S", "O", "O", "F", "O", "H", "H", "O", "H", "H", "O", "H", "H", "O", "H", "H", "O", "H", "H", "O", "H", "H", "O", "H", "H", "O", "H", "H"],
  "coordinates": [[-0.88505, 3.61758, 0.19303], [3.40924, -1.15278, 0.11700], [1.95121, 0.37070, 2.27490], [4.01785, 0.97944, 1.28665], [5.45871, 0.96682, 2.19623], [5.48118, 1.85644, 3.29241], [6.60048, 0.66482, 1.42484], [5.12430, -0.44857, 2.88535], [4.25941, 2.39772, 0.56187], [5.21887, 2.35429, -0.47410], [4.20383, 3.51849, 1.42749], [2.84215, 2.45520, -0.15512], [0.94021, -0.61293, 0.08423], [-0.52821, -1.40842, 0.43511], [-0.82981, -2.51783, -0.38653], [-1.54204, -0.58190, 0.94716], [0.02018, -2.14374, 1.73823], [0.33440, 0.15126, -1.21399], [-0.19712, 1.39897, -0.79650], [-0.27925, -0.53596, -2.27452], [1.75012, 0.52264, -1.83806], [-2.40053, 0.74654, 3.85611], [-1.06121, 0.06087, 4.44639], [-0.85696, 0.35285, 5.82350], [0.10493, -0.10292, 3.61782], [-1.59515, -1.42711, 4.43206], [-1.88297, 2.20551, 3.54839], [-1.21186, 2.41264, 2.29326], [-1.46690, 2.99233, 4.66261], [-3.29506, 2.84568, 3.21147], [4.34966, 4.19755, -4.55047], [5.15948, 4.52672, -3.22566], [6.47820, 3.97945, -3.21831], [4.39483, 4.62616, -2.03131], [5.48090, 6.08112, -3.53246], [3.25323, 3.13933, -4.03358], [1.97749, 3.65362, -3.68562], [3.74414, 1.98899, -3.32726], [2.93915, 2.49853, -5.48178], [-4.99741, 1.00894, 0.02913], [-4.52712, 2.43753, -0.41516], [-5.07347, 3.02657, -1.59477], [-3.15662, 2.76222, -0.09891], [-5.24311, 3.20722, 0.80533], [-4.45439, 0.10801, -1.22685], [-3.05281, 0.19980, -1.48415], [-5.35553, 0.12908, -2.32558], [-4.63939, -1.30533, -0.57187], [-6.26853, -1.50721, 2.74722], [-7.52923, -2.13751, 3.46673], [-7.48852, -2.06267, 4.89563], [-8.12683, -3.31297, 2.90849], [-8.59202, -1.01499, 3.01856], [-5.28746, -2.80482, 2.66960], [-5.31567, -3.57696, 1.47844], [-5.10728, -3.47725, 3.91704], [-3.95154, -1.96552, 2.48980], [-2.22349, -2.26177, -3.36813], [-1.57993, -1.62618, -3.02733], [-2.13822, -2.19579, -4.32216], [-0.30375, -4.33143, -2.27604], [-0.90130, -3.60697, -2.03789], [-0.27600, -4.30245, -3.23477], [0.09502, 0.98757, -5.47885], [0.77937, 1.44530, -5.97410], [0.59011, 0.52936, -4.78879], [4.48492, -0.44723, -1.93678], [5.27772, 0.09870, -1.94012], [3.79993, 0.13438, -2.29469], [-0.53579, -4.58761, 4.32443], [-0.54218, -3.74443, 3.85998], [-1.19319, -4.47724, 5.01615], [2.42489, -0.40403, -4.49435], [3.24589, 0.08236, -4.62411], [2.47680, -1.14634, -5.10140], [2.59846, -2.11402, 2.49592], [2.98006, -2.10924, 3.37920], [2.84438, -2.96999, 2.12860], [1.99211, -3.15808, -0.55661], [1.26643, -3.73384, -0.83893], [1.54267, -2.40528, -0.14871]],
  "forces_ev_per_angstrom": [[-0.701, -1.137, 0.047], [0.193, -0.025, -0.614], [-0.848, -0.052, 0.204], [2.583, 0.532, 1.494], [-1.790, -2.631, 0.580], [0.181, 0.443, 0.133], [0.664, 0.281, -0.362], [-0.151, -0.035, 0.007], [-2.366, 1.615, -2.243], [0.458, -0.353, -0.088], [0.300, 0.183, 0.570], [0.176, -0.372, 0.059], [-2.944, -1.355, -0.720], [-0.018, -1.579, 3.755], [0.106, 0.028, -0.836], [-0.084, 0.818, -0.463], [0.379, 0.089, -0.156], [2.757, 3.476, -0.754], [-0.298, 0.658, 0.009], [-0.388, -1.035, -0.171], [0.010, -0.037, 0.236], [2.712, -0.052, -0.063], [-1.615, -2.619, 0.955], [0.474, 0.133, 0.116], [0.511, 1.063, -0.422], [-0.180, 0.206, 0.076], [-3.060, 2.641, -1.263], [1.070, -0.270, -0.074], [0.828, -0.200, 0.268], [0.076, -0.425, 0.165], [-0.796, -1.100, 1.388], [2.078, 2.309, -0.169], [-0.231, -0.403, 0.156], [-0.326, -0.415, 0.247], [-0.182, -0.236, -0.256], [-1.307, -1.044, -2.091], [0.075, 0.486, 0.506], [0.445, 0.319, 0.159], [0.312, 0.186, -0.106], [1.144, -0.346, -2.028], [-0.243, 2.055, 2.857], [-0.001, -0.123, -0.219], [0.652, 0.169, -0.552], [-0.271, -0.019, -0.500], [-0.488, -1.712, 0.719], [-0.017, 0.264, -0.039], [-0.216, -0.062, -0.444], [-0.070, 0.296, 0.068], [0.054, -2.285, 0.026], [-1.908, 1.245, 0.483], [-0.202, 0.226, 0.046], [0.338, -0.408, -0.221], [0.285, 0.117, 0.310], [2.197, 1.577, -0.596], [-0.599, -0.286, -0.276], [-0.170, -0.335, 0.250], [-0.095, -0.017, 0.121], [0.195, -0.375, -0.135], [-0.279, 0.212, 0.114], [-0.085, 0.115, -0.060], [0.283, -0.219, 0.059], [-0.067, -0.119, -0.077], [-0.068, 0.068, -0.018], [-0.246, -0.073, -0.199], [0.073, 0.091, 0.116], [0.087, 0.027, 0.020], [-0.062, -0.329, 0.378], [-0.027, 0.221, 0.100], [0.008, 0.124, -0.192], [0.269, -0.059, 0.095], [-0.126, 0.072, -0.105], [-0.154, 0.059, -0.048], [0.109, -0.219, -0.018], [-0.006, 0.241, 0.098], [-0.053, -0.085, -0.005], [0.483, 0.314, -0.187], [0.034, 0.001, 0.092], [-0.331, -0.184, -0.082], [0.767, -0.066, 0.506], [-0.075, -0.003, -0.335], [-0.221, -0.260, -0.402]],
  "mulliken_charge": [0.98, 0.87, 1.01, -0.14, 0.89, -0.56, -0.58, -0.27, 0.97, -0.54, -0.64, -0.20, -0.20, 0.74, -0.60, 0.00, -0.12, 0.22, -0.13, -0.61, 0.17, -0.03, 0.88, -0.61, -0.61, -0.25, 0.77, -0.46, -0.63, -0.29, -0.59, 1.16, -0.64, -0.50, -0.34, 1.17, -0.59, -0.41, -0.36, -0.20, 0.72, -0.63, -0.44, -0.33, 0.95, -0.34, -0.62, -0.20, -0.20, 1.00, -0.62, -0.61, -0.31, 1.10, -0.61, -0.62, -0.10, -0.63, 0.52, 0.31, -0.64, 0.39, 0.29, -0.66, 0.28, 0.32, -0.64, 0.27, 0.28, -0.70, 0.34, 0.31, -0.41, 0.23, 0.19, -0.27, 0.19, 0.24, -0.70, 0.38, 0.23]
}

---

Record 2
{
  "formula": "C5H14N2O",
  "method": "ωB97M-V with the def2-TZVPD basis set",
  "orbital_gap_ev": 8.35,
  "e_above_lowest_kj_mol": 255.4,
  "smiles": "CN/C=C/CCN.O",
  "symbols": ["C", "C", "C", "C", "N", "C", "N", "H", "H", "H", "H", "H", "H", "H", "H", "H", "H", "H", "H", "H", "H", "O"],
  "coordinates": [[-1.79840, -1.87756, 0.01180], [-0.33334, -1.59625, 0.28928], [0.28493, -0.61039, -0.65740], [1.34590, 0.15524, -0.40387], [1.84403, 1.12031, -1.23609], [2.99125, 1.99487, -0.98630], [-2.60260, -0.66298, 0.05508], [-2.04710, -2.36918, -0.93002], [-2.05496, -2.54187, 0.79173], [-0.26153, -1.27089, 1.31377], [0.20367, -2.54633, 0.38266], [-0.23725, -0.54849, -1.61215], [1.78481, 0.21629, 0.58837], [1.40656, 1.29546, -2.11808], [3.88865, 1.45159, -1.27199], [2.83109, 2.91895, -1.52431], [3.04422, 2.23973, 0.07383], [-2.08803, 0.13213, -0.28601], [-3.29317, -0.48621, 0.75782], [-1.99049, 0.94864, 1.54867], [-1.58300, 0.79512, 3.01104], [-1.33522, 1.24184, 2.20215]],
  "forces_ev_per_angstrom": [[-0.189, 0.849, -0.046], [0.521, -0.395, -0.057], [-0.273, -0.563, -0.079], [-0.358, 0.934, 0.222], [0.374, 0.819, -0.407], [-0.813, -1.224, 0.529], [0.050, 0.092, -0.589], [0.648, -0.223, -0.147], [-0.903, -0.795, 0.836], [-0.141, 0.697, 0.502], [0.058, -0.209, -0.705], [0.351, 0.096, -0.156], [0.094, -0.426, 0.001], [-0.303, -0.331, -0.125], [0.458, 0.485, -0.121], [0.299, 0.115, -0.240], [0.065, 0.014, 0.081], [-0.227, 0.199, 0.108], [0.091, -0.189, 0.181], [0.415, -0.062, 0.272], [-0.071, -0.116, 0.227], [-0.148, 0.233, -0.287]],
  "mulliken_charge": [-0.72, -0.48, -0.64, 0.00, -0.22, -0.85, -0.54, 0.23, 0.41, 0.27, 0.39, 0.32, 0.28, 0.21, 0.27, 0.30, 0.28, 0.28, 0.25, 0.28, 0.31, -0.65]
}

---

The calculation returns the following HOMO values, one per record and in order: -0.1030 -0.2703 Eh.
The calculation returns the following F_max values, one per record and in order: 4.50 1.56 eV/A.